This record from OMol25 describes a structure of composition C45H58NOP2S5SeSi4TeTl. The level of theory is ωB97M-V with the def2-TZVPD basis set.

Calculated values
2S+1 ... 1
Energy above the lowest of the compared OMol25 structures with the same formula, charge and spin ... 80.41 kcal per mole
Energy ... -232745.91179 eV
HOMO level ... -0.063 Eh
LUMO level ... 0.137 Ha
Net charge ... -2
F_max ... 1.18 eV Å⁻¹
Frontier orbital gap ... 5.437 eV

Last column: Mulliken charge in e.
Atoms and positions in Å:
Tl 0.436 -0.399 -2.723  0.81
O 2.751 -4.331 -0.699  -0.90
S 2.513 -2.850 -0.599  1.11
C 3.641 -2.160 -1.886  -0.32
C 3.827 -3.092 -2.901  -0.59
C 4.635 -2.825 -3.992  -0.87
C 5.271 -1.603 -4.075  -0.74
C 5.088 -0.665 -3.073  -0.37
C 4.260 -0.893 -1.968  1.02
P 4.130 0.473 -0.715  0.25
C 3.565 1.948 -1.656  -0.07
C 3.519 3.147 -0.792  -0.22
C 3.238 4.471 -1.431  -1.03
C 2.980 4.472 -2.870  -0.77
C 2.911 3.321 -3.556  -0.73
C 3.226 2.045 -2.954  -0.05
C 5.982 0.981 -0.814  -0.30
C 6.858 0.187 -0.065  -0.14
C 8.187 0.533 0.119  -0.64
C 8.678 1.720 -0.415  -0.53
C 7.828 2.529 -1.154  -0.75
C 6.501 2.161 -1.354  -0.06
C 3.424 -2.408 0.894  -0.28
C 4.797 -2.599 0.927  -0.43
C 5.493 -2.398 2.106  -0.42
C 4.809 -2.015 3.248  -1.02
C 3.429 -1.877 3.226  -0.30
C 2.704 -2.090 2.056  -0.04
P 0.847 -2.038 2.000  1.70
C 0.495 -3.546 3.018  0.40
C 1.291 -4.689 2.924  -0.57
C 0.903 -5.879 3.526  -0.68
C -0.292 -5.954 4.226  -0.46
C -1.112 -4.834 4.297  -0.62
C -0.731 -3.652 3.684  -0.65
C 0.513 -0.725 3.268  0.46
C 0.581 -0.929 4.650  -0.21
C 0.353 0.117 5.532  -0.81
C 0.056 1.388 5.056  -0.58
C -0.027 1.600 3.688  -0.81
C 0.194 0.551 2.805  -0.23
H 3.317 -4.041 -2.823  0.49
H 4.741 -3.561 -4.778  0.34
H 5.896 -1.366 -4.929  0.38
H 5.575 0.295 -3.164  0.44
H 4.182 3.111 0.066  0.81
H 3.710 5.353 -1.014  0.59
H 2.823 5.422 -3.365  0.34
H 2.667 3.333 -4.612  0.41
H 3.285 1.186 -3.612  0.54
H 6.470 -0.725 0.379  0.01
H 8.841 -0.107 0.703  0.41
H 9.710 2.010 -0.257  0.34
H 8.197 3.461 -1.568  0.40
H 5.866 2.798 -1.959  0.30
H 5.304 -2.915 0.022  0.55
H 6.567 -2.543 2.134  0.41
H 5.351 -1.839 4.170  0.37
H 2.912 -1.609 4.136  0.38
H 2.222 -4.643 2.370  0.33
H 1.534 -6.755 3.438  0.40
H -0.593 -6.884 4.692  0.35
H -2.058 -4.889 4.825  0.39
H -1.386 -2.788 3.730  0.47
H 0.800 -1.912 5.046  0.40
H 0.409 -0.062 6.600  0.40
H -0.111 2.202 5.751  0.36
H -0.252 2.584 3.293  0.55
H 0.159 0.731 1.738  0.05
S 1.487 0.076 -0.537  0.16
S 1.903 3.844 -0.322  -0.10
S -1.342 3.346 -2.725  -0.48
S -1.638 1.384 -2.773  -0.49
N -0.695 -2.559 -1.766  -0.29
H -0.983 -2.483 -0.796  0.08
H 0.027 -3.268 -1.828  0.23
H -1.474 -2.860 -2.341  0.17
Se 0.501 -1.495 -4.932  -0.93
C -7.482 -0.247 0.876  -1.13
Si -5.674 -0.582 0.398  0.32
C -5.689 -2.113 -0.718  -1.06
C -4.777 -1.039 2.001  -0.75
Si -4.555 1.169 -0.695  0.03
Te -2.107 0.475 -0.531  -0.25
Si -4.764 3.127 0.583  0.49
C -6.566 3.720 0.709  -1.07
C -4.228 2.737 2.357  -0.82
C -3.685 4.507 -0.089  -0.81
Si -5.375 1.264 -2.906  0.68
C -7.274 1.167 -2.806  -1.16
C -4.986 2.875 -3.789  -0.84
C -4.826 -0.220 -3.929  -0.91
H -7.953 -1.137 1.302  0.36
H -8.069 0.063 0.007  0.28
H -7.547 0.555 1.619  0.26
H -5.808 -3.042 -0.155  0.43
H -4.746 -2.173 -1.268  0.21
H -6.497 -2.054 -1.454  0.27
H -5.074 -2.017 2.389  0.40
H -4.966 -0.292 2.777  0.26
H -3.697 -1.057 1.827  -0.02
H -7.223 2.886 0.974  0.24
H -6.920 4.128 -0.242  0.28
H -6.683 4.494 1.473  0.35
H -4.978 2.124 2.866  0.24
H -4.070 3.642 2.951  0.39
H -3.289 2.175 2.347  0.08
H -4.038 4.836 -1.070  0.26
H -2.667 4.137 -0.241  0.09
H -3.638 5.376 0.575  0.37
H -7.682 2.023 -2.260  0.27
H -7.599 0.258 -2.290  0.19
H -7.715 1.163 -3.807  0.40
H -5.496 3.717 -3.309  0.23
H -5.295 2.837 -4.838  0.34
H -3.912 3.083 -3.758  0.17
H -5.209 -1.153 -3.507  0.27
H -3.737 -0.287 -3.957  0.21
H -5.177 -0.146 -4.963  0.36